No. 1
15
Properties=species:S:1:pos:R:3:forces:R:3:nbo_charge:R:1 method="wB97M-V/def2-TZVPD" total_energy_ha=-563.97390 charge=+1 e_above_lowest_ev=5.595 e_homo_ev=-13.54
C 1.336 -1.287 0.672 2.34 -1.91 -0.24 -0.688
C -1.210 1.062 -1.215 -0.20 2.47 0.69 -0.714
C 0.105 -1.410 0.103 -1.21 1.02 -1.77 -0.148
C -0.731 0.934 0.191 -1.54 -0.56 1.02 -0.015
N 1.555 1.156 0.650 1.96 2.26 0.63 0.082
N 0.463 1.431 0.534 0.00 -1.96 -1.05 0.006
I -2.095 1.148 1.840 0.42 -0.16 -0.71 0.308
H 2.298 -1.681 0.102 -2.04 0.23 0.87 0.325
H 1.884 -0.229 0.471 -1.00 0.30 0.61 0.325
H 1.262 -1.593 1.694 0.94 0.48 0.88 0.268
H -2.245 0.839 -1.322 -0.59 -1.76 -0.08 0.283
H -1.412 2.113 -1.494 0.98 0.19 0.26 0.273
H -0.458 0.671 -1.853 0.07 -0.61 -1.03 0.243
H 0.073 -1.503 -0.964 -0.31 0.15 -0.59 0.209
H -0.826 -1.649 0.590 0.18 -0.15 0.51 0.242

=====

No. 2
14
Properties=species:S:1:pos:R:3:forces:R:3:nbo_charge:R:1 method="wB97M-V/def2-TZVPD" total_energy_ha=-303.87532 smiles="CCNC(N)=O" e_above_lowest_ev=0.457 e_homo_ev=-9.51
C -2.040 0.078 -0.334 -1.77 0.18 0.90 -0.627
C -0.788 0.329 0.455 1.85 1.04 0.38 -0.208
N 0.366 0.351 -0.459 -0.25 0.00 -1.20 -0.654
C 1.690 0.128 -0.295 1.11 -1.55 1.35 0.784
N 2.059 -0.689 0.809 -0.51 1.27 -0.72 -0.870
O 2.541 0.507 -1.077 -0.25 0.26 -0.14 -0.651
H -2.177 0.961 -0.963 -0.17 -0.30 -0.31 0.215
H -2.052 -0.840 -0.911 0.47 -0.02 -0.26 0.219
H -2.988 -0.008 0.287 1.29 0.34 -0.34 0.224
H -0.510 -0.359 1.246 -0.55 -0.42 0.12 0.195
H -0.776 1.339 0.951 -0.57 -0.82 -0.32 0.194
H 0.258 0.553 -1.444 -0.69 0.49 0.23 0.403
H 3.033 -0.945 0.717 -0.25 -0.26 0.17 0.401
H 1.385 -1.406 1.020 0.31 -0.21 0.15 0.376

=====

No. 3
22
Properties=species:S:1:pos:R:3:forces:R:3:nbo_charge:R:1 method="wB97M-V/def2-TZVPD" total_energy_ha=-745.07699 charge=+1 e_above_lowest_ev=0.576 e_homo_ev="-11.78 / -11.78"
C -2.217 0.065 -0.245 1.81 -0.24 -2.39 0.134
C -3.183 -0.813 0.083 1.71 3.24 0.40 0.335
C -1.893 1.841 -2.056 -0.29 0.19 -0.60 -0.253
C 0.074 0.992 -0.884 -0.07 -1.03 1.62 -0.231
C 0.793 0.227 -0.023 -0.71 0.33 -0.51 -0.115
C 3.047 -1.027 0.380 0.73 1.72 0.61 -0.559
C -1.412 1.006 -1.144 0.98 -0.82 1.70 -0.131
C -2.639 -1.275 1.364 0.90 -5.52 2.12 -0.292
C 2.303 0.217 -0.033 0.52 0.76 0.79 -0.513
N -1.675 -0.273 1.119 -2.00 3.33 -1.22 -0.321
P 4.470 -0.979 1.269 -1.01 -0.45 0.30 0.460
H -1.337 2.678 -2.505 0.18 -0.87 0.27 0.240
H -2.847 1.681 -2.490 -1.11 0.25 0.14 0.217
H 0.643 1.661 -1.492 0.06 0.36 -0.65 0.229
H 0.255 -0.416 0.680 0.72 0.01 -0.32 0.198
H 2.745 -1.809 -0.231 -0.60 -2.13 -0.39 0.203
H -3.212 -1.125 2.257 -0.52 -0.08 0.38 0.260
H -2.124 -2.318 1.379 -1.21 1.69 -0.23 0.277
H 2.595 0.376 -1.041 0.21 0.27 -1.25 0.234
H 2.733 1.091 0.486 -0.42 -0.17 0.16 0.236
H -1.747 0.601 1.723 -0.09 -1.20 -0.51 0.426
H 4.627 -2.401 1.405 0.19 0.36 -0.44 -0.034

=====

No. 4
52
Properties=species:S:1:pos:R:3:forces:R:3:nbo_charge:R:1 method="wB97M-V/def2-TZVPD" total_energy_ha=-8654.52200 charge=+1 e_homo_ev=-10.91
Zn 0.145 -0.136 -0.562 -0.29 -0.51 -0.02 1.548
N 1.116 -0.081 -2.845 0.07 -0.09 0.18 -0.667
N 0.036 0.188 -3.694 -0.26 0.11 -0.09 -0.426
C -1.193 -0.248 -3.373 0.14 -0.06 -0.04 0.331
N -2.199 0.124 -4.162 0.06 0.06 -0.06 -0.756
S -1.457 -1.309 -2.087 0.03 -0.05 0.32 -0.345
H 1.807 0.652 -2.950 -0.03 0.07 0.01 0.387
H 1.538 -0.965 -3.112 0.07 -0.02 -0.06 0.387
H 0.147 0.913 -4.383 0.07 0.00 -0.07 0.398
H -2.078 0.733 -4.955 -0.01 -0.02 -0.02 0.407
H -3.112 -0.253 -3.978 -0.04 0.04 0.01 0.433
C -2.868 0.906 1.030 0.03 0.08 -0.08 -0.778
Se -1.544 -0.461 1.429 0.17 0.00 0.18 0.231
C -0.694 0.388 2.999 -0.06 -0.15 -0.08 -0.546
C -0.520 -0.615 4.129 0.01 -0.19 -0.29 -0.574
Se 0.465 -2.222 3.581 0.15 0.00 -0.04 0.239
C -0.970 -3.535 3.705 0.02 0.20 -0.05 -0.771
H -2.385 1.836 0.744 0.00 -0.01 -0.01 0.235
H -3.506 1.050 1.897 0.03 -0.04 0.03 0.234
H -3.462 0.527 0.202 0.02 0.01 -0.02 0.242
H -1.355 1.199 3.306 0.02 0.05 -0.07 0.234
H 0.254 0.807 2.668 -0.01 0.01 0.02 0.235
H -1.482 -0.965 4.496 0.00 0.07 0.08 0.230
H 0.039 -0.167 4.948 -0.07 0.05 0.03 0.243
H -1.443 -3.454 4.680 -0.02 -0.04 0.00 0.227
H -0.511 -4.515 3.607 0.01 0.00 0.00 0.236
H -1.691 -3.376 2.907 -0.04 -0.04 0.03 0.222
S 3.727 -2.424 1.063 -0.22 0.03 -0.06 0.538
C 2.605 -3.534 0.400 0.09 0.04 0.00 -0.433
C 1.575 -2.866 -0.175 0.03 -0.16 -0.02 -0.051
N 1.672 -1.500 -0.096 -0.22 0.13 0.14 -0.623
C 2.753 -1.135 0.546 0.20 -0.02 0.05 -0.143
H 2.766 -4.597 0.464 -0.04 0.01 -0.02 0.266
H 0.726 -3.310 -0.673 0.01 0.00 0.02 0.236
H 3.007 -0.102 0.732 -0.05 0.00 0.01 0.260
F 5.592 2.919 0.928 0.02 0.07 0.08 -0.296
C 4.449 3.611 0.982 0.00 -0.21 -0.22 0.231
C 3.468 3.350 0.113 0.19 0.07 0.13 -0.002
N 2.273 4.029 0.126 -0.16 0.21 0.09 -0.421
C 1.206 3.659 -0.780 0.00 -0.20 0.14 -0.337
C 0.711 2.232 -0.580 -0.02 0.44 0.09 0.766
O -0.275 1.842 -1.256 0.13 0.10 -0.10 -0.793
O 1.305 1.461 0.221 0.14 0.01 -0.11 -0.814
C 2.024 5.040 1.053 -0.14 -0.19 -0.18 0.792
O 0.977 5.648 1.090 0.09 -0.03 0.06 -0.613
N 3.064 5.274 1.920 0.11 0.05 0.09 -0.630
C 4.310 4.638 2.009 -0.19 0.11 0.00 0.598
O 5.117 4.946 2.846 0.05 -0.09 -0.06 -0.536
H 3.587 2.586 -0.639 0.01 -0.01 -0.01 0.222
H 1.528 3.773 -1.818 -0.05 -0.01 -0.01 0.222
H 0.374 4.338 -0.609 0.02 0.06 -0.04 0.291
H 2.905 6.011 2.594 -0.02 0.02 0.02 0.440

=====

No. 5
13
Properties=species:S:1:pos:R:3:forces:R:3:nbo_charge:R:1 method="wB97M-V/def2-TZVPD" total_energy_ha=-381.96918 e_above_lowest_ev=1.703 e_homo_ev=-8.42
H 0.316 -2.723 1.356 -0.22 -0.29 -0.19 0.349
N -0.154 -2.128 2.035 0.66 -1.10 0.41 -0.660
C -0.233 -0.976 1.588 -0.66 2.33 -1.28 0.293
N 0.050 -0.470 0.282 -0.22 -1.21 1.56 -0.296
N 0.461 -1.402 -0.668 0.68 0.39 1.01 -0.661
C -0.136 0.884 0.028 -0.55 0.31 -1.43 -0.108
C 0.061 1.370 -1.207 0.54 -1.07 0.52 0.145
F -0.160 2.631 -1.553 -0.31 0.97 0.12 -0.328
H -0.648 -0.154 2.181 0.08 -0.27 0.15 0.151
H 1.430 -1.222 -0.907 -0.24 -0.14 -0.47 0.362
H -0.170 -1.507 -1.442 -0.11 0.27 -0.30 0.367
H -0.627 1.466 0.817 0.48 -0.22 -0.32 0.227
H 0.489 0.801 -2.029 -0.14 0.02 0.23 0.160

=====

No. 6
8
Properties=species:S:1:pos:R:3:forces:R:3:nbo_charge:R:1 method="wB97M-V/def2-TZVPD" total_energy_ha=-2761.44671 e_above_lowest_ev=0.248 e_homo_ev=-8.17
C -0.150 0.107 -0.558 -0.04 0.24 -0.40 -0.106
C 0.530 -0.566 0.617 -1.75 -1.42 -3.54 -0.613
N -0.727 1.221 -0.278 -0.18 -1.13 -0.37 0.018
N -1.279 2.111 0.135 -0.32 1.20 0.08 -0.025
Br -0.313 -0.559 -2.362 0.18 0.33 1.11 0.062
H 1.449 -0.891 0.277 2.60 0.04 -0.01 0.223
H 0.051 -1.504 0.774 -0.90 -0.71 0.70 0.216
H 0.439 0.080 1.397 0.40 1.46 2.44 0.225